21
Properties=species:S:1:pos:R:3:lowdin_charge:R:1 method="wB97M-V/def2-TZVPD" homo_lumo_gap_ev="9.16 / 7.05" homo_ev="-14.885 / -14.491" total_charge=+1 spin_multiplicity=2
C -1.58013 0.14249 -1.27225 -0.23
C -2.30146 0.47835 0.01687 -0.07
C -0.02725 0.13198 -1.10280 -0.17
N 0.39785 -0.56245 0.12592 -0.09
C -0.33955 -1.88385 0.26221 0.17
C 1.78141 -0.25878 0.39549 -0.07
C 1.99455 1.28343 1.31171 -0.21
O 3.12863 1.84742 1.09783 0.13
H -1.64673 -0.89231 -1.66279 0.11
H -1.89067 0.70964 -2.15931 0.12
H -2.02386 -0.38690 0.67539 0.06
H -3.37484 0.52134 -0.10827 0.09
H -1.87009 1.31632 0.56033 0.08
H 0.33131 1.17402 -1.04493 0.13
H 0.35638 -0.42487 -1.97567 0.16
H 1.16870 1.93156 0.81566 0.16
H -0.47916 -1.96618 1.33286 0.09
H 0.24021 -2.65243 -0.22469 0.10
H 2.06374 -1.11074 1.10658 0.14
H 2.43732 -0.44174 -0.47611 0.15
H 1.63362 1.04370 2.32597 0.14

---

22
Properties=species:S:1:pos:R:3:lowdin_charge:R:1 method="wB97M-V/def2-TZVPD" homo_lumo_gap_ev=8.86 homo_ev=-8.250
C 0.01159 -0.43224 -1.20268 -0.57
C -1.09696 -1.37189 -1.68310 -0.03
C 0.55443 0.42394 -2.34561 -0.03
O 1.07963 -1.18351 -0.59671 -0.01
C -0.49167 0.47487 -0.09661 -0.36
N -0.38460 1.67251 0.10679 0.13
H 1.35114 -1.86820 -1.21846 0.10
H -1.93694 -0.80205 -2.08116 0.09
H 0.95625 -0.22493 -3.12812 0.08
H -1.44550 -1.98863 -0.85765 0.08
H -0.71948 -2.01193 -2.48434 0.08
H 1.34662 1.07357 -1.97822 0.08
H -0.23332 1.04762 -2.76788 0.09
C 0.45562 -0.01608 2.61225 -0.01
C 0.57984 1.36828 2.64823 -0.14
O -0.98394 -0.46855 1.06351 -0.10
H -1.70137 0.03461 1.47135 0.09
H 1.13780 -0.61642 2.02332 0.08
H -0.15711 -0.55092 3.32368 0.09
H 1.53728 1.78548 2.34775 0.08
H 0.12221 1.89446 3.47946 0.07
H 0.01847 1.76002 1.36421 0.10

---

22
Properties=species:S:1:pos:R:3:lowdin_charge:R:1 method="wB97M-V/def2-TZVPD" homo_lumo_gap_ev=10.48 homo_ev=-9.513 smiles=CC(C)(O)N[C@@]1(C)CO1
C 1.76997 -0.57168 -1.77038 -0.02
C 0.97531 -0.55089 -0.46876 -0.62
C 1.74183 0.16951 0.63940 -0.02
O 0.68521 -1.86485 -0.10419 -0.02
N -0.31990 0.18428 -0.76000 0.09
C -1.21812 0.35020 0.30150 -0.46
C -1.17521 1.67804 1.01874 0.00
C -2.45270 -0.45457 0.36924 -0.11
O -1.41350 -0.86808 1.21234 -0.07
H 1.22247 -1.12565 -2.52949 0.08
H 2.72166 -1.06808 -1.60050 0.09
H 1.94285 0.44366 -2.11706 0.09
H 2.67950 -0.35780 0.80214 0.09
H 1.95312 1.19674 0.35673 0.08
H 1.17476 0.15226 1.56752 0.08
H -0.01799 -1.84347 0.62049 0.11
H -0.75952 -0.32196 -1.52195 0.12
H -0.15221 2.05039 1.09562 0.07
H -1.59015 1.56804 2.01103 0.09
H -1.77255 2.40040 0.45010 0.09
H -2.67939 -1.13006 -0.45217 0.12
H -3.31543 -0.03643 0.87967 0.12

---

23
Properties=species:S:1:pos:R:3:lowdin_charge:R:1 method="wB97M-V/def2-TZVPD" homo_lumo_gap_ev=9.15 homo_ev=-8.968
C 1.52804 -3.12225 1.08154 -0.07
N 0.70629 -1.93905 1.21525 0.01
C 0.00650 -1.43196 0.19427 -0.50
O -0.00332 -1.97005 -0.92248 0.03
C -0.78410 -0.17018 0.44443 -0.09
C -0.34960 1.00487 -0.45707 -0.48
C 1.10746 1.40782 -0.19115 -0.06
H 2.36823 -2.93993 0.39693 0.09
H 1.92211 -3.38852 2.06768 0.08
H 0.93932 -3.96413 0.69178 0.09
H 0.71531 -1.43829 2.09224 0.14
H -1.84162 -0.38902 0.23654 0.14
H -0.71382 0.14667 1.49317 0.12
H 1.81180 0.60746 -0.46052 0.08
H 1.34204 2.31922 -0.75699 0.08
H 1.24621 1.63770 0.87511 0.08
O -0.41066 0.59317 -1.81765 -0.03
H -0.59465 -0.35817 -1.86946 0.08
C -2.01075 2.83211 -1.21472 -0.08
O -1.96809 3.18631 0.00716 -0.11
H -2.80088 2.10929 -1.49086 0.10
H -1.30937 3.31373 -1.92245 0.11
H -0.90644 1.95318 0.30727 0.18

---

23
Properties=species:S:1:pos:R:3:lowdin_charge:R:1 method="wB97M-V/def2-TZVPD" homo_lumo_gap_ev=9.15 homo_ev=-8.423 smiles=C[C@H]1NC[C@H](O)[C@@H](O)[C@H]1O
C 2.09819 0.94924 0.48203 -0.03
C 1.19292 0.44901 -0.69721 -0.25
N 0.80913 -0.96607 -0.78959 -0.02
C 0.16466 -1.57099 0.27132 -0.21
C -1.29617 -1.20441 0.39415 -0.36
O -1.92089 -1.81807 -0.66589 -0.02
C -1.35335 0.32930 0.26295 -0.30
O -1.21041 0.68555 1.62245 -0.07
C -0.31680 1.03349 -0.68497 -0.24
O -0.07570 2.42615 -0.37285 -0.05
H 1.70335 0.57783 1.40796 0.06
H 2.98558 0.36600 0.38773 0.06
H 2.22260 2.06166 0.37253 0.10
H 1.59667 0.81361 -1.58402 0.11
H 1.43203 -1.52115 -1.21760 0.08
H 0.04572 -2.55972 -0.16465 0.12
H 0.73307 -1.74873 1.23741 0.14
H -1.80947 -1.36230 1.47087 0.20
H -2.06035 -2.76324 -0.50213 0.11
H -2.37486 0.47537 -0.20305 0.16
H -1.15831 1.73765 1.70038 0.17
H -0.79265 0.79350 -1.63948 0.15
H -0.61496 2.81630 -1.08834 0.11

---

23
Properties=species:S:1:pos:R:3:lowdin_charge:R:1 method="wB97M-V/def2-TZVPD" homo_lumo_gap_ev=10.26 homo_ev=-9.817 smiles="C[C@H]1C(=O)N[C@]1(C)CO.O"
C -2.69383 -1.16761 -2.17031 -0.04
C -1.54045 -0.47045 -1.47431 -0.20
C -0.62560 -1.32363 -0.59802 -0.42
O -0.76114 -2.31193 0.08760 0.10
N 0.54374 -0.78599 -1.23324 0.13
C -0.25137 -0.09451 -2.28053 -0.45
C -0.11596 -0.74075 -3.64934 -0.02
C -0.00124 1.41198 -2.33059 -0.21
O 1.26702 1.75884 -2.83798 -0.05
H -2.37237 -2.07782 -2.69217 0.08
H -3.45348 -1.45529 -1.43139 0.09
H -3.15970 -0.49642 -2.90414 0.09
H -1.90504 0.39855 -0.90551 0.15
H 1.46279 -1.19939 -1.36046 0.14
H -0.25508 -1.82798 -3.59348 0.09
H -0.86423 -0.32768 -4.33952 0.09
H 0.88250 -0.54068 -4.05920 0.09
H -0.74631 1.86545 -2.99923 0.13
H -0.15321 1.83928 -1.32492 0.13
H 1.94480 1.53487 -2.19327 0.09
O 0.33457 -0.27043 1.90944 -0.09
H 0.92603 -0.13370 1.08896 0.06
H -0.19388 0.53117 1.97216 0.03

---

23
Properties=species:S:1:pos:R:3:lowdin_charge:R:1 method="wB97M-V/def2-TZVPD" homo_lumo_gap_ev=8.89 homo_ev=-8.683 smiles="CCN(CC)COC(=S)S"
C 1.31333 -2.25275 -0.22362 -0.11
C 1.59006 -0.80438 -0.33351 -0.30
N 0.45189 -0.00817 0.18043 -0.21
C 0.95706 1.40190 0.47469 -0.19
C -0.30615 2.34460 0.82402 -0.07
C -0.56990 0.10150 -0.88253 -0.29
O -1.82564 0.60513 -0.56872 -0.25
C -2.71355 -0.29429 0.00879 -1.20
S -4.27502 0.03096 -0.28914 0.68
S -2.12907 -1.72964 0.94535 0.73
H 0.87809 -2.51740 0.68747 0.04
H 0.45578 -2.43754 -0.90321 0.07
H 2.21667 -2.86437 -0.48921 0.10
H 2.54974 -0.54958 0.23081 0.14
H 1.81695 -0.49981 -1.35006 0.11
H 1.59881 1.17060 1.35073 0.10
H 1.74135 1.56722 -0.47735 0.16
H -0.84035 2.10330 1.78632 0.08
H 0.11573 3.40650 0.79175 0.08
H -1.16414 2.25014 0.00885 0.10
H -0.68829 -0.80608 -1.48999 0.13
H -0.31478 0.84437 -1.60217 0.13
H -0.85858 -1.06219 1.32031 -0.03

---

22
Properties=species:S:1:pos:R:3:lowdin_charge:R:1 method="wB97M-V/def2-TZVPD" homo_lumo_gap_ev="4.91 / 6.30" homo_ev="-4.247 / -10.445" spin_multiplicity=3
C -1.33973 -1.79360 -0.03379 -0.30
C 0.65794 -1.78388 1.46167 -0.04
C 1.66354 1.19257 -0.41054 -0.18
C -0.77323 0.91990 -1.79590 -0.18
C -0.91006 1.48913 1.37742 -0.14
C 0.00190 -1.30807 0.23253 -0.57
N -2.44463 -1.92755 -0.28419 0.13
O 0.71184 -2.05312 -0.87319 0.10
Si -0.10657 0.57732 -0.05844 0.57
H 0.24487 -1.26163 2.23714 0.06
H 0.43417 -2.81984 1.50970 0.10
H 1.67041 -1.60251 1.15492 0.09
H 1.68078 2.23647 -0.58688 0.01
H 2.18339 0.90216 0.50968 0.02
H 2.22642 0.63918 -1.22199 0.06
H -1.84607 0.88437 -1.85988 0.02
H -0.66199 2.02294 -1.94298 0.05
H -0.25843 0.49694 -2.63131 0.02
H -0.96506 2.54529 1.38822 0.01
H -2.03336 1.24886 1.23365 0.08
H -0.48038 1.07505 2.27157 0.02
H 0.34424 -1.67998 -1.67739 0.07

---

21
Properties=species:S:1:pos:R:3:lowdin_charge:R:1 method="wB97M-V/def2-TZVPD" homo_lumo_gap_ev=8.91 homo_ev=-8.183 smiles="CCCN(C=S)CC"
C 0.37676 -0.17960 1.95148 -0.13
C 1.51780 -0.47022 1.03705 -0.26
C 1.11443 -0.77913 -0.37621 -0.17
N 0.26330 0.23309 -1.05193 -0.18
C 0.68774 1.54296 -1.13117 -0.67
S -0.15926 2.89347 -1.59846 0.57
C -1.05478 -0.15884 -1.51904 -0.25
C -2.06545 -0.02721 -0.38865 -0.09
H -0.29530 -0.99991 2.08157 0.06
H 0.80520 0.05754 2.98918 0.10
H -0.23531 0.70531 1.77555 0.07
H 2.20999 0.37057 1.07607 0.11
H 1.93872 -1.39727 1.42307 0.11
H 2.01701 -1.08228 -0.92749 0.13
H 0.44950 -1.66044 -0.34633 0.12
H 1.67174 1.72661 -0.67341 0.06
H -1.34917 0.41112 -2.46605 0.12
H -0.97167 -1.20497 -1.75169 0.10
H -1.99078 0.90836 0.25475 0.09
H -3.13432 -0.08033 -0.66382 0.08
H -1.79614 -0.80882 0.30552 0.05

---

21
Properties=species:S:1:pos:R:3:lowdin_charge:R:1 method="wB97M-V/def2-TZVPD" homo_lumo_gap_ev=3.35 homo_ev=-6.771
C 1.94023 -0.99026 -0.21090 -0.26
C 1.25945 -1.89887 -1.02603 0.11
C 1.86762 0.39884 -0.67658 -0.30
N 3.20976 -0.12590 -1.13592 0.17
H 2.29096 -1.10836 0.82566 0.14
H 1.46097 -2.95689 -1.06995 0.07
H 0.61985 -1.49303 -1.85940 0.11
H 1.07287 0.56539 -1.34453 0.04
H 1.99975 1.20264 0.07032 0.07
H 2.97825 -0.50653 -2.04219 0.05
C -1.46865 -0.57834 0.31430 -0.14
C -1.90783 0.50164 1.31807 -0.36
C -1.95591 1.93612 0.85370 -0.68
S -0.39478 2.30532 0.03320 0.52
H -1.87551 -0.42023 -0.69057 0.08
H -1.77569 -1.54970 0.71786 0.07
H -0.39293 -0.68215 0.16629 0.01
H -2.87804 0.18962 1.74934 0.11
H -1.19472 0.47507 2.13526 0.09
H -2.07021 2.58401 1.73110 0.05
H -2.78543 2.15161 0.14097 0.06

---

23
Properties=species:S:1:pos:R:3:lowdin_charge:R:1 method="wB97M-V/def2-TZVPD" homo_lumo_gap_ev=6.05 homo_ev=-8.180
C -1.31981 -1.03695 0.52657 -0.91
C -2.72564 -0.92153 -0.14065 -0.31
C -3.11808 0.44868 -0.45861 -0.57
C 1.32371 2.07235 0.01862 -0.16
C 2.16899 -0.60861 -1.35110 -0.20
C 1.97351 -0.71380 1.64087 -0.21
N -0.42728 -0.22814 0.00925 -0.11
Si 1.29366 0.13300 0.15201 0.43
S -1.00199 -2.03205 1.82010 0.66
S -1.73089 1.30337 -1.31456 0.80
H -2.77891 -1.62363 -1.07272 0.15
H -3.42035 -1.50466 0.51879 0.11
H -4.03406 0.46232 -1.10428 0.09
H -3.46063 1.25210 0.26913 0.09
H 1.27726 2.64727 0.92639 0.02
H 2.15546 2.47422 -0.64868 0.05
H 0.49597 2.21565 -0.66114 -0.07
H 3.13115 0.01739 -1.33105 0.04
H 2.42253 -1.68550 -1.57338 0.04
H 1.61327 -0.30390 -2.28379 0.03
H 1.52450 -1.66938 1.94489 -0.02
H 3.04929 -0.73656 1.77911 0.03
H 1.58833 0.03834 2.33422 0.02